# 1
This record from the OMol25 dataset describes C32H60F6O30P as an isolated structure at a distorted geometry. The level of theory is ωB97M-V/def2-TZVPD.

LUMO (eV): 1.9
Frontier orbital gap (eV): 7.91
Net charge: -1

```
129
C32H60F6O30P (ωB97M-V/def2-TZVPD)
P -0.179 0.340 -0.608
F 0.319 -0.635 -1.870
F -0.383 1.480 -1.807
F -1.785 -0.116 -0.748
F 1.330 0.883 -0.231
F -0.769 1.351 0.526
F 0.243 -0.792 0.513
O 0.161 -1.400 -7.021
O 3.831 -0.225 4.770
O -1.070 1.634 2.523
O -2.253 -3.474 3.281
O -1.003 3.661 0.689
O 1.710 -1.006 5.043
O -3.304 -1.596 4.176
O -1.059 -2.603 -2.130
O 0.198 -0.439 -5.111
O 0.028 -3.541 -3.888
O -0.381 3.260 4.162
O 3.860 0.020 0.615
O 2.544 -0.763 -2.996
O -0.351 5.175 -1.372
O 0.327 3.698 2.621
O 2.060 -1.947 -1.176
O 1.701 4.804 -2.134
O -2.280 -3.786 -3.673
O 4.536 -0.234 2.823
O 0.846 -2.608 -5.349
O -0.489 1.029 4.605
O 1.300 6.716 -1.030
O 2.345 -0.330 3.062
O 1.134 3.586 0.396
O -4.733 1.140 -2.214
O 1.563 -2.874 -3.131
O 5.244 -1.647 1.260
O -2.362 -1.425 2.289
O -5.143 1.777 -0.184
O -6.998 1.633 -1.643
C -0.660 2.081 3.850
C -3.806 1.337 -0.090
C -2.254 3.767 1.308
C 1.911 2.457 -2.125
C 2.817 1.053 0.804
C 2.055 -1.941 -2.477
C 0.164 -0.299 -3.706
C -3.575 -2.174 5.436
C 1.781 -3.082 -0.432
C 1.874 -1.330 6.404
C 0.926 5.634 -1.541
C 0.162 3.618 1.367
C 2.680 -0.510 4.352
C -2.178 -2.015 -1.538
C 0.521 -1.568 -5.796
C 0.465 -2.339 -8.026
C -3.577 0.675 -1.484
C 0.995 3.602 -2.502
C 2.406 3.192 0.707
C 1.165 -0.756 2.432
C -1.105 0.303 2.119
C 2.933 0.322 -2.161
C -1.666 -1.940 1.117
C -2.591 -2.234 3.276
C 0.057 1.266 5.905
C 5.162 -2.101 -0.088
C -3.535 0.392 1.127
C -5.747 1.483 -1.344
C -2.463 -4.683 -4.776
C -1.020 -3.331 -3.274
C -0.402 3.815 -1.883
C 4.534 -0.569 1.643
H 2.079 0.926 -1.855
H -1.693 -5.452 -4.824
H -0.321 -1.080 -3.119
H 2.423 -3.936 -0.650
H -2.228 4.657 1.937
H -2.022 0.074 1.576
H -3.548 -0.413 -1.549
H -2.485 -2.603 -0.674
H -4.208 -0.464 1.078
H 1.178 -0.242 -3.309
H 5.624 -1.305 -0.672
H 1.463 1.917 -1.291
H 0.783 3.652 -3.570
H -1.986 -0.996 -1.202
H -1.146 3.791 -2.679
H 2.734 2.153 0.683
H 1.545 -2.414 -8.146
H 2.930 2.757 -1.884
H -0.478 2.038 6.458
H -2.520 0.018 1.000
H 3.180 3.742 0.171
H 2.547 1.409 -0.190
H 2.571 3.627 1.693
H 3.466 -0.176 -1.351
H 0.730 -3.272 -0.650
H -2.229 -2.671 0.538
H -2.611 0.952 -1.905
H -0.294 0.147 1.407
H 0.106 -3.303 -7.666
H 1.016 -0.978 6.977
H -3.116 2.178 -0.024
H 2.715 -0.866 6.919
H 0.073 0.359 6.509
H 1.105 1.564 5.858
H -2.272 -4.224 -5.746
H 3.655 1.032 -2.564
H 1.941 -2.814 0.612
H 1.847 -2.416 6.495
H 5.766 -2.980 -0.310
H -0.470 3.122 -1.044
H -2.768 2.941 1.799
H 0.919 -0.087 1.607
H -3.656 1.023 2.007
H -0.720 -2.415 1.378
H -3.030 -2.128 -2.209
H -4.211 -1.484 5.991
H -4.124 -3.115 5.427
H -1.433 -1.110 0.449
H -3.447 -5.131 -4.913
H -3.003 4.058 0.571
H -0.227 0.640 -3.314
H 2.095 1.651 -2.836
H 0.022 -2.132 -9.000
H -2.650 -2.362 5.983
H 0.357 -0.589 3.144
H 1.865 0.596 1.074
H 1.232 -1.786 2.084
H 3.113 1.776 1.564
H 4.144 -2.300 -0.422
H -1.095 -0.424 2.930
```

# 2
This record from the OMol25 dataset describes a 2-piece molecular cluster, C4H10N3 overall at a distorted geometry. The level of theory is ωB97M-V/def2-TZVPD.

Relative energy (zero: lowest compared OMol25 entry of this formula, charge and spin) (eV): 3.332
LUMO (eV): -3.0
Frontier orbital gap (eV): 9.98
Net charge: +1

```
17
C4H10N3 (ωB97M-V/def2-TZVPD)
N 0.664 1.153 -1.157
N -2.084 0.163 1.287
N 1.062 -0.126 0.782
C 0.364 0.283 -0.247
C -1.823 -0.152 0.197
C 2.493 -0.073 0.883
C -2.241 -0.761 -0.999
H -3.287 -1.112 -0.893
H 2.776 -1.109 0.692
H -0.136 1.438 -1.720
H 2.614 0.218 1.949
H 2.856 0.659 0.273
H 0.674 -0.844 1.314
H 1.592 1.413 -1.440
H -1.664 0.647 2.062
H -1.600 -1.715 -1.222
H -2.260 -0.083 -1.760
```

# 3
This record from the OMol25 dataset describes C36H34BiBrClF3N3O2Te as an isolated structure at a distorted geometry. The level of theory is ωB97M-V/def2-TZVPD.

Relative energy (zero: lowest compared OMol25 entry of this formula, charge and spin) (eV): 0.619
LUMO (eV): 1.6
Frontier orbital gap (eV): 5.54
Net charge: -1

```
82
C36H34BiBrClF3N3O2Te (ωB97M-V/def2-TZVPD)
Bi -1.807 -0.262 -0.762
Te -2.519 -1.611 -2.965
Br 0.776 0.718 1.511
Cl 1.271 6.403 -0.204
F -3.950 -5.445 4.445
F -4.935 -3.594 4.979
F -5.705 -4.805 3.351
O 0.423 -0.169 -1.508
O -1.876 1.737 -1.905
N -2.903 1.738 0.715
N -4.402 -0.390 0.080
N -1.940 -2.412 1.219
C -2.952 -2.551 3.383
C -3.555 -4.109 1.683
C -3.698 1.208 1.738
C 3.281 -1.392 -4.169
C -4.578 0.996 3.991
C -3.691 -3.640 2.972
C -2.094 -1.965 2.461
C -6.213 -1.889 0.521
C -2.230 2.816 0.837
C -5.458 0.025 3.609
C 6.869 0.174 -1.025
C 4.428 0.241 -0.331
C 0.520 4.428 -1.942
C 2.727 -0.046 -2.102
C -0.576 4.462 0.188
C 5.885 0.241 0.142
C -5.198 -1.347 -0.309
C 6.184 1.515 0.948
C 3.097 1.113 -4.285
C 0.330 5.000 -0.674
C -2.663 -3.461 0.836
C 3.398 0.433 0.577
C -1.333 3.324 -0.165
C -0.217 3.339 -2.323
C -3.705 1.594 3.057
C 2.085 0.347 0.164
C 6.120 -0.985 1.041
C -6.325 -1.447 1.801
C -4.575 -4.369 3.941
C 4.046 0.031 -1.654
C -5.460 -0.429 2.269
C 2.526 -0.162 -3.633
C -4.542 0.115 1.345
C -1.181 2.734 -1.466
C 1.068 -0.294 -4.090
C 1.654 0.033 -1.156
H -5.011 -1.723 -1.314
H -1.505 -1.090 2.728
H -6.149 -0.416 4.320
H -2.524 -3.780 -0.196
H 0.610 -1.221 -3.749
H 2.941 -2.295 -3.655
H 7.152 -1.004 1.416
H -7.068 -1.864 2.475
H -3.048 -2.150 4.383
H 4.159 1.250 -4.060
H 5.937 -1.906 0.480
H 2.559 1.992 -3.917
H 6.736 1.019 -1.708
H 1.052 -0.280 -5.188
H -0.720 4.906 1.169
H 6.758 -0.754 -1.594
H 7.244 1.554 1.221
H 1.262 4.847 -2.612
H -3.024 2.370 3.389
H 5.441 -0.973 1.898
H -4.139 -4.949 1.331
H 0.439 0.516 -3.722
H 4.365 -1.310 -4.039
H -0.079 2.890 -3.298
H 4.827 -0.069 -2.399
H 3.078 -1.511 -5.240
H -2.293 3.420 1.754
H 5.598 1.553 1.870
H -6.863 -2.664 0.133
H 3.600 0.652 1.620
H 5.944 2.404 0.358
H 7.892 0.208 -0.639
H 2.979 1.064 -5.374
H -4.553 1.321 5.025
```

# 4
This record from the OMol25 dataset describes one molecule with the formula C4H12N2O at a distorted geometry. The level of theory is ωB97M-V/def2-TZVPD.

Relative energy (zero: lowest compared OMol25 entry of this formula, charge and spin) (eV): 8.722
LUMO (eV): 1.0
Structure (SMILES): NCCOCCN
Frontier orbital gap (eV): 9.94
Net charge: 0

```
19
C4H12N2O (ωB97M-V/def2-TZVPD)
O -0.016 0.064 0.060
N -0.509 2.588 1.591
N 1.839 -1.444 -1.726
C -1.199 0.704 0.253
C -0.051 -1.261 -0.114
C -0.920 2.228 0.325
C 1.287 -1.906 -0.348
H -0.696 -1.754 -0.818
H -0.191 2.491 -0.560
H 0.286 2.116 1.461
H -1.759 2.798 0.142
H 2.057 -1.365 0.421
H -0.588 -1.873 0.695
H -1.086 2.544 2.232
H 1.056 -2.159 -2.334
H -2.082 0.485 -0.394
H 2.688 -1.663 -1.769
H 1.465 -3.200 -0.100
H -1.581 0.609 0.985
```

# 5
This record from the OMol25 dataset describes C4H10NO as an isolated structure at a distorted geometry. The level of theory is ωB97M-V/def2-TZVPD.

Relative energy (zero: lowest compared OMol25 entry of this formula, charge and spin) (eV): 6.144
LUMO (eV): 2.3
Frontier orbital gap (eV): 4.15
Net charge: -1

```
16
C4H10NO (ωB97M-V/def2-TZVPD)
O 3.781 -0.755 0.403
N -2.803 -0.281 -0.490
C 2.502 -0.255 0.418
C -0.331 1.040 -0.438
C -1.958 -0.907 0.363
C -1.871 0.861 -0.417
H 0.025 0.348 -1.144
H -2.223 1.444 0.436
H -1.846 -0.627 1.529
H -0.989 -1.391 0.114
H 1.919 -1.141 -0.047
H 2.128 -0.100 1.485
H 0.056 0.888 0.618
H 2.386 0.705 -0.131
H -2.056 1.352 -1.376
H -0.076 2.088 -0.839
```

# 6
This record from the OMol25 dataset describes C40H38BiBrCl2N2O4Si as an isolated structure at a distorted geometry. The level of theory is ωB97M-V/def2-TZVPD.

Relative energy (zero: lowest compared OMol25 entry of this formula, charge and spin) (eV): 0.000
LUMO (eV): -1.1
Frontier orbital gap (eV): 6.17
Net charge: 0

```
89
C40H38BiBrCl2N2O4Si (ωB97M-V/def2-TZVPD)
Bi -5.528 -12.227 18.586
Br -4.984 -16.692 16.518
Cl -4.000 -8.694 16.470
Cl -0.003 -10.860 13.549
Si -6.464 -10.458 21.413
O -5.340 -14.141 19.862
O -6.461 -14.358 17.942
O -3.410 -11.850 17.284
O -3.449 -14.029 17.807
N -2.703 -10.764 15.001
N -3.694 -11.267 21.067
C -2.972 -12.978 12.060
C -5.405 -17.271 18.270
C -6.142 -5.859 20.553
C -1.584 -7.524 16.242
C -2.271 -13.152 14.777
C -0.276 -7.472 15.679
C -4.758 -11.067 22.077
C -0.587 -9.595 14.512
C -2.386 -8.595 15.902
C -1.489 -10.339 20.302
C -8.908 -9.342 24.548
C -8.308 -11.652 24.947
C -6.054 -16.740 20.537
C -2.915 -10.044 20.763
C -5.884 -6.334 21.825
C -5.888 -18.049 20.887
C -6.331 -8.633 21.060
C -7.100 -11.455 20.047
C -6.466 -6.746 19.532
C -1.664 -11.873 22.343
C -5.823 -16.330 19.233
C -5.988 -7.727 22.062
C -8.349 -9.470 23.272
C -1.799 -13.281 16.211
C -5.878 -14.866 18.934
C -7.616 -10.573 22.876
C -6.592 -8.101 19.794
C -0.697 -11.075 21.415
C -1.890 -9.668 15.062
C -5.265 -18.645 18.619
C 0.218 -8.511 14.844
C -2.344 -14.290 13.961
C -8.849 -10.433 25.408
C -7.681 -11.700 23.720
C -2.636 -14.182 12.627
C -5.478 -19.011 19.942
C -2.839 -12.360 21.479
C -2.593 -11.883 14.187
C -2.970 -13.068 17.204
C -2.907 -11.813 12.807
H -0.983 -9.402 20.082
H -3.488 -9.530 19.965
H -6.032 -18.349 21.949
H -7.162 -12.593 23.394
H -1.365 -14.283 16.391
H 0.380 -6.602 15.843
H -5.304 -20.018 20.323
H -2.579 -15.046 11.999
H -7.824 -10.916 19.437
H -0.135 -10.310 21.992
H -1.994 -6.761 16.883
H -9.281 -10.345 26.400
H -9.390 -8.390 24.857
H -5.570 -5.638 22.620
H -6.964 -8.768 19.005
H -1.193 -12.783 22.718
H -5.842 -8.126 23.083
H -7.642 -12.336 20.417
H -4.486 -10.319 22.855
H -2.192 -15.283 14.431
H -8.460 -8.623 22.580
H -4.964 -11.984 22.686
H -6.650 -6.333 18.518
H -3.487 -13.111 21.947
H -6.114 -4.802 20.340
H -4.908 -19.338 17.881
H 1.272 -8.543 14.566
H -3.025 -10.834 12.340
H -3.175 -10.986 15.903
H 0.064 -11.767 20.971
H -2.006 -11.273 23.218
H -6.360 -16.032 21.292
H -1.036 -12.538 16.490
H -3.298 -12.956 11.012
H -2.412 -12.803 20.541
H -2.932 -9.300 21.623
H -8.357 -12.513 25.635
H -1.540 -10.882 19.350
```